(1)
Computed, not measured: one molecule with the formula C9H13NO2S, with wB97M-V/def2-TZVPD.

Summary:
**Spin multiplicity**: 1
**Orbital gap**: 9.5 eV
**Relative energy (zero: lowest compared OMol25 entry of this formula, charge and spin)**: 475.8 kJ/mol
**Charge**: 0
**Structure (SMILES)**: C#CC1=C([C@H](C)CC)CNS1(=O)=O
**E_LUMO**: 0.06 eV

Bonds (Å) are listed after each position.
CARTESIAN COORDINATES (ANGSTROEM)
1 S -3.58 -0.38 0.11  O2 1.438, O3 1.408, N4 1.700, C10 1.794
2 O -4.37 0.07 1.22  S1 1.438
3 O -4.23 -0.57 -1.12  S1 1.408
4 N -2.73 -1.76 0.61  S1 1.700, C12 1.481, H15 1.013
5 C -2.41 2.08 -0.29  C7 1.207, C10 1.459
6 C 0.98 0.29 1.77  C11 1.510, H19 1.104, H21 1.107, H25 1.057
7 C -2.66 3.21 -0.63  C5 1.207, H23 1.010
8 C -1.04 -0.17 -0.25  C10 1.380, C12 1.497, C13 1.505
9 C 0.66 0.16 -2.09  C13 1.506, H14 1.134, H24 1.104, H26 1.096
10 C -2.15 0.65 -0.26  S1 1.794, C5 1.459, C8 1.380
11 C 1.35 -0.14 0.37  C6 1.510, C13 1.566, H20 1.058, H22 1.093
12 C -1.31 -1.56 0.25  N4 1.481, C8 1.497, H16 1.051, H18 1.239
13 C 0.29 0.40 -0.65  C8 1.505, C9 1.506, C11 1.566, H17 1.000
14 H 1.37 1.00 -2.35  C9 1.134
15 H -2.81 -1.91 1.61  N4 1.013
16 H -0.99 -2.30 -0.42  C12 1.051
17 H 0.41 1.39 -0.69  C13 1.000
18 H -0.66 -1.55 1.30  C12 1.239
19 H 0.39 -0.52 2.24  C6 1.104
20 H 2.30 0.13 0.00  C11 1.058
21 H 0.40 1.23 1.74  C6 1.107
22 H 1.39 -1.23 0.47  C11 1.093
23 H -2.68 4.19 -0.90  C7 1.010
24 H -0.22 0.18 -2.76  C9 1.104
25 H 1.88 0.45 2.31  C6 1.057
26 H 1.15 -0.81 -2.18  C9 1.096

=====

(2)
Computed, not measured: a 2-piece molecular cluster, C9H13NO5 overall, with wB97M-V/def2-TZVPD.

Summary:
**Spin multiplicity**: 1
**Orbital gap (spin up / spin down)**: 7.5 / 6.5 eV
**Relative energy (zero: lowest compared OMol25 entry of this formula, charge and spin)**: 905.6 kJ/mol
**Charge**: 0
**E_LUMO (spin up / spin down)**: -1.40 / -2.53 eV

Bonds (Å) are listed after each position.
CARTESIAN COORDINATES (ANGSTROEM)
1 O -2.51 0.57 0.13  O5 1.526, C11 1.431
2 O 2.24 -1.25 -1.77  N6 1.220
3 O 2.77 -3.13 -0.69  N6 1.273
4 O 1.86 1.26 -0.31  C14 1.291
5 O -1.59 1.75 -0.20  O1 1.526, C10 1.362
6 N 2.60 -1.87 -0.79  O2 1.220, O3 1.273
7 C 0.90 2.11 1.37  C14 1.523, H16 1.067, H21 1.106, H22 1.101
8 C -3.83 -1.51 0.62  C15 1.510, H17 1.102, H19 1.093, H23 1.099
9 C -0.98 -0.06 -1.47  C10 1.474, C11 1.502, H20 1.085, H26 1.077
10 C -0.53 1.19 -0.84  O5 1.362, C9 1.474, C14 1.802, H28 1.084
11 C -1.79 -0.58 -0.32  O1 1.431, C9 1.502, C13 1.526, C15 1.517
12 C 0.38 -0.46 0.95  C13 1.352, C14 1.601, H27 1.088
13 C -0.81 -1.07 0.74  C11 1.526, C12 1.352, H25 1.094
14 C 0.79 0.97 0.36  O4 1.291, C7 1.523, C10 1.802, C12 1.601
15 C -2.94 -1.53 -0.60  C8 1.510, C11 1.517, H18 1.101, H24 1.100
16 H -0.03 2.31 1.84  C7 1.067
17 H -3.26 -1.91 1.47  C8 1.102
18 H -2.56 -2.54 -0.84  C15 1.101
19 H -4.10 -0.48 0.84  C8 1.093
20 H -1.64 0.24 -2.28  C9 1.085
21 H 1.29 2.98 0.81  C7 1.106
22 H 1.72 1.85 2.06  C7 1.101
23 H -4.73 -2.13 0.46  C8 1.099
24 H -3.50 -1.15 -1.47  C15 1.100
25 H -1.21 -1.89 1.35  C13 1.094
26 H -0.22 -0.74 -1.81  C9 1.077
27 H 1.06 -0.87 1.69  C12 1.088
28 H 0.01 1.87 -1.50  C10 1.084

=====

(3)
Computed, not measured: one molecule with the formula C9H13NO5, with wB97M-V/def2-TZVPD.

Summary:
**Spin multiplicity**: 1
**Orbital gap**: 10.5 eV
**Relative energy (zero: lowest compared OMol25 entry of this formula, charge and spin)**: 0.0 kJ/mol
**Charge**: 0
**Structure (SMILES)**: CCOC(=O)N1C(=O)C=C[C@@]1(O)OCC
**E_LUMO**: 0.31 eV

Bonds (Å) are listed after each position.
CARTESIAN COORDINATES (ANGSTROEM)
1 O -1.29 2.63 1.15  C7 1.224
2 O -2.46 0.51 0.07  C8 1.440, C15 1.301
3 O 1.19 0.60 -1.97  C9 1.362, H27 1.040
4 O -1.39 -0.41 -1.66  C15 1.215
5 O 1.20 -0.68 -0.06  C9 1.365, C12 1.425
6 N -0.34 1.01 -0.24  C7 1.388, C9 1.464, C15 1.349
7 C -0.34 2.13 0.58  O1 1.224, N6 1.388, C14 1.480
8 C -3.62 -0.31 -0.17  O2 1.440, C11 1.536, H16 1.059, H26 1.172
9 C 1.00 0.55 -0.62  O3 1.362, O5 1.365, N6 1.464, C10 1.472
10 C 1.82 1.68 -0.13  C9 1.472, C14 1.317, H19 1.045
11 C -3.37 -1.82 -0.03  C8 1.536, H20 1.101, H22 1.093, H23 1.123
12 C 2.56 -1.09 0.04  O5 1.425, C13 1.514, H24 1.156, H28 1.090
13 C 3.14 -0.74 1.39  C12 1.514, H18 1.101, H21 1.101, H25 1.085
14 C 1.09 2.49 0.60  C7 1.480, C10 1.317, H17 1.065
15 C -1.41 0.31 -0.68  O2 1.301, O4 1.215, N6 1.349
16 H -4.38 0.08 0.47  C8 1.059
17 H 1.54 3.26 1.19  C14 1.065
18 H 3.56 -1.62 1.91  C13 1.101
19 H 2.85 1.78 -0.33  C10 1.045
20 H -2.41 -2.08 0.45  C11 1.101
21 H 3.90 0.06 1.34  C13 1.101
22 H -4.15 -2.34 0.54  C11 1.093
23 H -3.34 -2.36 -1.01  C11 1.123
24 H 2.62 -2.17 -0.37  C12 1.156
25 H 2.28 -0.41 1.97  C13 1.085
26 H -4.06 -0.23 -1.25  C8 1.172
27 H 0.79 -0.27 -2.37  O3 1.040
28 H 3.00 -0.55 -0.80  C12 1.090

=====

(4)
Computed, not measured: a 2-piece molecular cluster, C9H13NO5 overall, with wB97M-V/def2-TZVPD.

Summary:
**Spin multiplicity**: 2
**Orbital gap (spin up / spin down)**: 5.4 / 5.5 eV
**Charge**: +1
**E_LUMO (spin up / spin down)**: -7.53 / -7.54 eV

Bonds (Å) are listed after each position.
CARTESIAN COORDINATES (ANGSTROEM)
1 O 0.34 -1.41 -1.64  C12 1.270
2 O 2.48 -1.88 -2.92  N6 1.195
3 O -0.15 0.39 2.36  C8 1.259
4 O 1.05 -3.58 -3.04  N6 1.195
5 O 1.55 -1.51 1.25  C11 1.211
6 N 1.52 -2.54 -2.69  O2 1.195, O4 1.195
7 C -0.80 -2.95 -0.18  C12 1.468, H17 1.093, H18 1.100, H20 1.102
8 C -0.21 0.87 1.20  O3 1.259, C9 1.685, C10 1.566, C15 1.599
9 C -0.35 2.52 1.55  C8 1.685, C14 1.493, H24 1.099, H28 1.103
10 C -1.45 0.44 0.35  C8 1.566, C13 1.332, H25 1.104
11 C 1.83 -0.58 0.52  O5 1.211, C15 1.504, H22 1.125
12 C -0.60 -1.65 -0.83  O1 1.270, C7 1.468, C13 1.477
13 C -1.59 -0.60 -0.46  C10 1.332, C12 1.477, H21 1.104
14 C -0.49 3.38 0.34  C9 1.493, H16 1.095, H23 1.096, H26 1.093
15 C 1.13 0.73 0.33  C8 1.599, C11 1.504, H19 1.102, H27 1.107
16 H 0.34 3.23 -0.36  C14 1.095
17 H -0.05 -3.69 -0.46  C7 1.093
18 H -1.80 -3.32 -0.41  C7 1.100
19 H 0.92 0.85 -0.75  C15 1.102
20 H -0.76 -2.80 0.92  C7 1.102
21 H -2.58 -0.78 -0.91  C13 1.104
22 H 2.74 -0.64 -0.14  C11 1.125
23 H -0.50 4.44 0.61  C14 1.096
24 H 0.56 2.78 2.11  C9 1.099
25 H -2.36 1.02 0.57  C10 1.104
26 H -1.43 3.16 -0.17  C14 1.093
27 H 1.85 1.51 0.63  C15 1.107
28 H -1.21 2.60 2.23  C9 1.103

=====

(5)
Computed, not measured: an isolated ion of composition C9H13O and charge +1, with wB97M-V/def2-TZVPD.

Summary:
**Spin multiplicity**: 1
**Orbital gap (spin up / spin down)**: 7.1 / 7.1 eV
**Relative energy (zero: lowest compared OMol25 entry of this formula, charge and spin)**: 548.2 kJ/mol
**Charge**: +1
**E_LUMO (spin up / spin down)**: -5.79 / -5.79 eV

Bonds (Å) are listed after each position.
CARTESIAN COORDINATES (ANGSTROEM)
1 O 1.16 1.02 0.62  C4 1.386, C8 1.343
2 C 0.93 -1.02 -1.63  C7 1.537, C9 1.437, H16 1.144, H20 1.054
3 C -1.98 0.08 -1.45  C5 1.532, H14 1.183, H17 1.103, H23 1.062
4 C 2.35 1.61 1.02  O1 1.386, H11 1.140, H18 1.053, H22 1.101
5 C -1.24 -0.41 -0.20  C3 1.532, C6 1.439, C7 1.571, C10 1.468
6 C -1.04 0.58 0.82  C5 1.439, C8 1.306, C10 1.441
7 C -0.01 -1.36 -0.46  C2 1.537, C5 1.571, C9 1.437, H12 1.096
8 C 0.02 1.16 1.32  O1 1.343, C6 1.306, H15 1.116
9 C 1.39 -1.07 -0.27  C2 1.437, C7 1.437, H19 1.098
10 C -2.00 -0.46 1.05  C5 1.468, C6 1.441, H13 1.060, H21 1.163
11 H 2.93 1.85 0.07  C4 1.140
12 H -0.30 -2.35 -0.11  C7 1.096
13 H -1.84 -1.16 1.83  C10 1.060
14 H -3.09 -0.27 -1.26  C3 1.183
15 H 0.10 1.74 2.27  C8 1.116
16 H 1.36 -1.82 -2.32  C2 1.144
17 H -1.52 -0.52 -2.26  C3 1.103
18 H 1.96 2.41 1.57  C4 1.053
19 H 2.24 -1.57 0.22  C9 1.098
20 H 0.73 -0.04 -1.97  C2 1.054
21 H -3.16 -0.41 1.11  C10 1.163
22 H 2.93 0.90 1.63  C4 1.101
23 H -1.90 1.13 -1.59  C3 1.062

=====

| no. | total energy (hartree) |
| --- | --- |
| 1 | -954.003914 |
| 2 | -781.326288 |
| 3 | -781.671230 |
| 4 | -781.120309 |
| 5 | -425.465687 |